A structure of composition C26H29NOP2STi. Source: the OMol25 dataset; level of theory: ωB97M-V/def2-TZVPD.

For the orbital gap (alpha / beta), the calculation gives 0.207 / 0.211 Eh. The value obtained for the LUMO energy (alpha / beta) is -4.601 / -4.510 eV. Its expectation value of S² is 0.762.

```
! wB97M-V def2-TZVPD RIJCOSX def2/J DEFGRID3
* xyz 1 2
Ti -0.08 0.15 0.38
S 2.15 0.29 1.13
P -0.24 -2.27 0.27
P -2.59 0.56 -0.02
O -1.56 -0.55 3.09
N -0.13 -0.01 -1.81
C 0.94 -3.17 1.31
C 0.20 3.36 -3.28
C 1.81 1.76 -1.98
C 1.73 1.80 3.40
C 3.68 -1.48 -2.74
C -1.01 -0.22 2.09
C 0.51 2.16 -2.62
C -1.86 1.58 -2.49
C 2.08 0.54 2.87
C 3.45 -0.11 -2.73
C 1.13 -0.54 -2.15
C -3.98 -0.48 0.51
C -2.88 0.70 -1.84
C -1.75 -3.25 0.45
C 2.35 -0.54 3.73
C -3.07 2.22 0.55
C 1.40 -1.92 -1.99
C -1.14 3.63 -3.59
C 0.33 -2.79 -1.43
C 2.25 -0.37 5.11
C 1.64 1.95 4.79
C 2.17 0.37 -2.41
C 1.90 0.88 5.64
C 2.68 -2.37 -2.34
C -0.50 1.23 -2.35
C -2.16 2.76 -3.18
H 1.52 2.61 2.71
H 1.38 2.93 5.20
H -2.24 -3.00 1.39
H 2.87 -3.44 -2.30
H -4.05 2.47 0.12
H -1.39 4.52 -4.16
H -2.32 2.95 0.23
H -3.20 3.00 -3.38
H -0.57 -2.74 -2.06
H -3.90 1.09 -1.99
H 0.67 -3.83 -1.34
H -2.80 -0.32 -2.24
H 0.67 -3.02 2.37
H -3.94 -1.46 0.02
H -3.94 -0.62 1.60
H 1.53 1.62 -0.81
H 2.60 2.48 -2.13
H 1.96 -2.81 1.15
H 2.63 -1.50 3.29
H -1.49 -4.32 0.46
H 2.45 -1.21 5.77
H -4.92 0.03 0.25
H 4.24 0.61 -2.98
H -2.44 -3.07 -0.38
H 4.65 -1.87 -3.05
H 1.83 1.01 6.72
H -3.13 2.22 1.65
H 0.88 -4.24 1.07
H 1.00 4.04 -3.57
*
```

Löwdin population analysis, charges in e, atoms 1 to 5: 0.423, 0.728, 0.847, 0.861, 0.113

***

A structure of composition C26H30BMgN11O4S. Source: the OMol25 dataset; level of theory: ωB97M-V/def2-TZVPD.

For the orbital gap (alpha / beta), the calculation gives 0.294 / 0.145 Eh. The value obtained for the LUMO energy (alpha / beta) is -2.698 / -6.742 eV. Its expectation value of S² is 0.754.

```
! wB97M-V def2-TZVPD RIJCOSX def2/J DEFGRID3
* xyz 1 2
S -1.40 0.59 -2.72
Mg 0.74 -0.49 -0.49
O 1.41 -0.60 -2.24
O -0.18 -2.50 1.59
O 0.71 -1.10 -4.30
O -1.96 -3.84 1.48
N 2.19 -1.13 0.62
N 0.86 1.50 4.43
N -0.78 0.01 0.79
N -0.23 0.35 1.96
N 1.54 1.73 0.94
N 1.66 1.30 3.38
N -2.29 1.59 -5.03
N -0.21 -2.32 -1.16
N -3.68 1.83 -3.36
N 1.37 1.42 -0.35
N 2.09 -0.57 1.83
C 2.92 1.68 3.70
C 1.97 3.56 -0.22
C -0.90 -3.27 -0.54
C -4.35 2.53 -4.44
C 1.64 2.50 -1.08
C -3.04 -0.62 -0.05
C -1.15 0.32 2.93
C 0.99 2.31 6.74
C 1.89 3.02 1.05
C -1.52 -4.31 -1.23
C 2.76 -1.31 2.73
C 1.58 1.99 5.42
C -2.08 -0.22 1.01
C -0.67 -3.36 -3.25
C -3.43 2.24 -5.65
C 3.24 -3.06 -0.45
C -0.96 -3.15 0.94
C 0.76 -1.24 -3.09
C -0.09 -2.37 -2.47
C -1.40 -4.35 -2.61
C 3.32 -2.38 2.06
C -2.49 1.36 -3.73
C 1.58 2.51 -2.56
C 2.93 -2.22 0.73
C 2.92 2.12 4.99
C -2.36 -0.03 2.37
B 1.25 0.70 2.04
H 3.30 -2.44 -1.34
H -3.91 1.57 -6.37
H -0.52 -3.35 -4.32
H -2.08 -5.06 -0.69
H -1.88 -5.14 -3.17
H -4.05 -0.49 0.31
H -3.30 -0.14 2.87
H 0.18 3.03 6.63
H -2.91 -1.66 -0.33
H -0.88 0.56 3.94
H 1.74 2.70 7.41
H -2.87 -0.03 -0.95
H 0.56 1.41 7.18
H 0.54 2.57 -2.89
H -5.36 2.14 -4.58
H -1.51 1.22 -5.54
H 2.12 3.37 -2.94
H -1.98 -3.76 2.45
H 4.19 -3.58 -0.31
H 3.74 2.51 5.56
H 3.72 1.59 2.99
H 2.24 4.56 -0.49
H 2.00 1.59 -2.95
H 2.80 -1.05 3.77
H 3.93 -3.15 2.48
H -4.42 3.60 -4.23
H 2.08 3.49 1.99
H -3.12 3.15 -6.16
H -3.99 1.87 -2.41
H 2.46 -3.81 -0.61
*
```

Löwdin population analysis, charges in e, atoms 1 to 5: 1.156, 0.466, -0.068, 0.145, 0.051

***

A structure of composition C26H30BrN4O3S4Sc. Source: the OMol25 dataset; level of theory: ωB97M-V/def2-TZVPD.

For the orbital gap, the calculation gives 0.290 Eh. The value obtained for the LUMO energy is 0.081 eV.

```
! wB97M-V def2-TZVPD RIJCOSX def2/J DEFGRID3
* xyz 0 1
Br -6.42 3.78 -0.42
Sc 0.13 0.22 0.72
S 1.59 3.43 0.84
S 2.67 -0.52 0.33
S 0.22 -1.77 2.43
S -0.66 0.96 3.00
O -1.50 1.51 -0.04
O -1.74 -0.66 -0.02
O 1.33 1.96 0.64
N 1.81 2.01 5.58
N 2.08 -3.05 -0.24
N 3.25 -2.01 4.48
N 3.46 -2.73 1.56
C -1.05 -0.26 -3.30
C 1.31 -0.22 -2.91
C 2.46 3.51 2.39
C 0.40 -0.35 3.40
C 2.73 -2.23 0.58
C 1.41 -0.21 4.33
C -4.29 1.92 -0.20
C -2.42 1.85 -3.34
C 1.97 -4.49 -0.04
C -3.74 0.65 -0.06
C -1.11 1.12 -3.17
C 0.20 -2.44 -3.32
C 3.47 -4.15 1.91
C 0.16 -0.94 -3.17
C 1.61 1.01 5.03
C 2.55 1.93 -2.48
C -2.26 0.50 -0.05
C -5.93 -0.31 0.06
C -5.66 2.06 -0.22
C -4.55 -0.46 0.07
C -6.49 0.95 -0.09
C 0.06 1.82 -2.89
C 2.18 -4.80 1.44
C 2.41 -1.22 4.44
C 0.03 4.13 1.37
C 1.28 1.17 -2.76
H -0.03 -2.74 -4.34
H 3.57 -4.21 2.99
H 3.11 1.46 -1.67
H 1.55 -2.60 -0.98
H 4.33 -4.63 1.45
H -7.57 1.08 -0.10
H 2.71 -5.01 -0.65
H 3.19 1.95 -3.36
H 0.98 -4.80 -0.37
H -0.53 -2.92 -2.67
H 2.24 -5.88 1.57
H -6.58 -1.17 0.16
H -3.25 1.26 -2.96
H 1.34 -4.42 2.02
H -2.62 2.06 -4.39
H -3.64 2.78 -0.29
H -0.67 3.98 0.55
H 2.34 2.96 -2.21
H -2.41 2.80 -2.81
H 3.39 2.96 2.26
H -4.09 -1.44 0.18
H 2.26 -0.73 -2.81
H 2.67 4.55 2.61
H 1.19 -2.84 -3.08
H 1.86 3.05 3.18
H 0.01 2.90 -2.76
H 3.74 -2.08 2.29
H -0.29 3.60 2.26
H -1.96 -0.82 -3.49
H 0.18 5.19 1.56
*
```

Löwdin population analysis, charges in e, atoms 1 to 5: 0.740, 0.618, 0.927, 0.692, 0.618

***

A structure of composition C26H30Cl5CoFN3O6. Source: the OMol25 dataset; level of theory: ωB97M-V/def2-TZVPD.

For the orbital gap (alpha / beta), the calculation gives 0.299 / 0.299 Eh. The value obtained for the LUMO energy (alpha / beta) is -0.365 / -0.365 eV.

```
! wB97M-V def2-TZVPD RIJCOSX def2/J DEFGRID3
* xyz 0 1
Co -0.20 -0.05 -0.29
Cl -1.55 -3.56 2.27
Cl -2.42 3.78 -0.29
Cl -4.35 -2.86 2.22
Cl -1.88 1.16 -1.52
Cl -3.10 -3.91 -0.16
F -3.67 2.09 5.05
O 2.60 2.82 -0.44
O -0.04 -0.79 -1.94
O -3.23 -0.53 0.99
O -1.33 -1.48 0.21
O 1.12 1.22 -0.80
O -0.69 0.90 1.32
N 1.24 -0.91 0.65
N 3.61 -1.24 0.07
N 0.52 4.61 2.52
C 1.83 6.67 1.97
C -0.93 2.70 2.77
C 4.50 -0.09 -0.12
C -0.27 2.04 1.65
C 0.91 -1.74 -2.31
C 5.85 -0.39 0.52
C -2.27 3.96 4.84
C -2.46 -1.45 0.79
C -0.54 3.98 3.18
C 6.41 -1.71 -0.01
C 1.03 5.91 3.02
C 1.12 3.98 1.51
C 2.36 -1.06 0.37
C -0.86 6.02 4.65
C 1.56 2.24 -0.15
C -1.23 4.62 4.23
C -0.15 6.74 3.51
C -2.86 -2.89 1.28
C 0.65 -3.12 -1.71
C -2.94 2.09 -0.43
C 0.89 -1.80 -3.84
C -2.00 2.04 3.40
C -2.64 2.69 4.42
C 5.42 -2.86 0.21
C 4.08 -2.54 -0.43
C 0.77 2.75 1.02
H 0.63 -3.08 -0.62
H 2.77 6.19 1.72
H -3.93 2.07 -0.87
H 1.64 -2.50 -4.21
H 3.32 -3.29 -0.20
H 4.17 -2.47 -1.52
H 1.93 -1.40 -2.03
H 0.22 7.71 3.85
H -0.84 6.92 2.68
H 1.25 6.80 1.06
H 1.94 4.48 1.02
H -0.20 5.98 5.52
H 7.36 -1.94 0.48
H 1.67 5.69 3.87
H 5.73 -0.45 1.60
H -2.91 1.60 0.53
H -2.83 4.43 5.63
H -0.09 -2.13 -4.18
H -2.31 1.07 3.05
H 1.09 -0.81 -4.25
H -0.34 -3.46 -2.04
H 5.28 -3.03 1.28
H -1.76 6.56 4.95
H 2.06 7.65 2.37
H 6.62 -1.61 -1.08
H 1.40 -3.84 -2.04
H 6.53 0.43 0.31
H 5.80 -3.78 -0.23
H 4.03 0.80 0.29
H 4.61 0.08 -1.20
*
```

Löwdin population analysis, charges in e, atoms 1 to 5: 0.470, 0.591, 0.574, 0.604, 0.817

***

A structure of composition C26H30F5N2SSi2. Source: the OMol25 dataset; level of theory: ωB97M-V/def2-TZVPD.

For the orbital gap, the calculation gives 0.185 Eh. The value obtained for the LUMO energy is 1.755 eV.

```
! wB97M-V def2-TZVPD RIJCOSX def2/J DEFGRID3
* xyz -1 1
S -6.56 -4.59 0.02
Si 3.92 2.63 0.05
Si 4.87 5.08 1.44
F -1.75 -1.82 -3.51
F 3.41 -1.95 0.99
F 1.55 -1.01 1.53
F -1.70 -0.51 -1.74
F 1.87 -3.13 2.03
N -6.54 -2.28 -1.78
N 3.79 4.26 0.44
C -5.23 -2.75 -1.44
C 2.06 -3.55 -0.99
C -8.02 -0.90 -0.40
C 6.64 5.13 0.76
C -7.50 -3.09 0.34
C 4.31 6.89 1.58
C -2.71 -3.69 -0.80
C 3.81 1.48 1.55
C -8.28 -2.94 1.45
C -8.79 -0.73 0.72
C -8.93 -1.75 1.63
C -2.84 -2.58 -1.60
C 0.26 -2.03 -0.57
C 5.51 2.21 -0.90
C -4.11 -2.14 -1.91
C -5.06 -3.85 -0.62
C -3.82 -4.34 -0.30
C 0.26 -3.37 -2.56
C 1.45 -3.93 -2.16
C -0.31 -2.43 -1.75
C 2.09 -2.17 1.11
C 2.48 2.16 -1.09
C 4.94 4.40 3.20
C 1.46 -2.61 -0.20
C -7.36 -2.09 -0.61
C -1.64 -1.80 -2.14
H 3.68 0.44 1.22
H -1.74 -4.08 -0.54
H -9.55 -1.61 2.52
H 6.64 5.43 -0.29
H 7.13 4.15 0.84
H -7.95 -0.06 -1.09
H 6.39 2.23 -0.24
H 4.99 7.46 2.22
H 3.31 6.94 2.01
H 5.46 3.44 3.25
H 4.29 7.36 0.60
H 3.93 4.27 3.60
H -7.03 -2.96 -2.35
H 5.45 1.19 -1.32
H -4.23 -1.27 -2.57
H 7.25 5.84 1.32
H -0.21 -1.28 0.06
H 1.52 2.33 -0.59
H 2.51 2.75 -2.01
H -9.31 0.20 0.93
H 5.67 2.91 -1.72
H 2.95 1.74 2.17
H 2.53 1.10 -1.37
H -8.34 -3.78 2.14
H -3.76 -5.21 0.36
H 3.00 -4.01 -0.68
H 1.92 -4.70 -2.77
H 4.71 1.51 2.16
H 5.47 5.09 3.87
H -0.22 -3.66 -3.49
*
```

Löwdin population analysis, charges in e, atoms 1 to 5: 1.021, 0.198, 0.195, 0.077, 0.149

***

An isolated molecule of C26H30N2O7S2. Source: the OMol25 dataset; level of theory: ωB97M-V/def2-TZVPD.

As for the SMILES: CCOC(=O)c1sc(-c2ccccc2)cc1NC(=O)c1ccc(S(=O)(=O)N(CCOC)CCOC)cc1. For the orbital gap, the calculation gives 0.287 Eh. The value obtained for the LUMO energy is -0.355 eV.

```
! wB97M-V def2-TZVPD RIJCOSX def2/J DEFGRID3
* xyz 0 1
S -1.74 -3.09 -3.66
S -0.26 4.43 3.69
O 1.85 1.20 0.11
O -0.48 -4.50 -0.74
O -2.77 2.04 1.83
O -3.00 -3.51 -3.12
O 2.49 -3.12 -4.46
O -1.70 -2.51 -4.97
O -3.05 3.61 3.42
N -0.22 1.69 0.91
N -0.75 -4.42 -3.68
C -4.45 3.34 3.44
C 0.65 1.00 0.11
C -1.73 -4.47 -0.07
C 2.26 5.89 4.59
C 0.39 -4.42 -4.55
C 4.83 5.38 3.70
C -0.91 3.23 2.61
C -1.25 -0.55 -0.55
C -0.30 -5.63 -1.55
C -2.31 2.90 2.57
C 0.01 0.00 -0.78
C 3.77 4.66 3.19
C -1.76 -1.50 -1.43
C 0.73 -0.41 -1.90
C 0.22 -1.34 -2.78
C -1.07 -5.57 -2.88
C 1.35 4.15 3.09
C -1.02 -1.89 -2.52
C 3.33 6.61 5.10
C 3.08 -3.50 -5.68
C -5.10 4.26 4.44
C 2.47 4.90 3.62
C 1.36 3.19 2.12
C 0.09 2.66 1.84
C 4.61 6.35 4.66
C 1.74 -4.14 -3.84
H -2.56 -4.34 -0.77
H 3.15 7.37 5.85
H 2.24 2.85 1.60
H -1.68 -3.62 0.61
H 5.45 6.92 5.06
H 5.83 5.18 3.35
H -2.74 -1.93 -1.28
H -1.88 -5.39 0.51
H 0.43 -5.38 -5.08
H -4.85 3.49 2.43
H 0.78 -1.63 -3.66
H 1.26 6.09 4.94
H -1.84 -0.28 0.31
H 1.54 -3.77 -2.83
H -4.93 5.30 4.16
H -1.22 1.50 0.86
H 1.71 0.03 -2.06
H 0.21 -3.63 -5.28
H 3.67 -2.65 -6.01
H 2.34 -5.06 -3.78
H 2.33 -3.73 -6.45
H -2.14 -5.51 -2.68
H -6.17 4.07 4.47
H 0.78 -5.68 -1.74
H 3.96 3.90 2.44
H -0.87 -6.48 -3.45
H 3.73 -4.37 -5.55
H -0.60 -6.55 -1.01
H -4.68 4.10 5.43
H -4.60 2.29 3.70
*
```

Löwdin population analysis, charges in e, atoms 1 to 5: 0.697, 1.152, 0.088, -0.182, 0.080

***

An isolated molecule of C26H30N4O4S. Source: the OMol25 dataset; level of theory: ωB97M-V/def2-TZVPD.

As for the SMILES: Cc1ccc(N(C(=O)CCC(=O)Nc2cc(C)on2)[C@@H](C(=O)NC2CCCC2)c2cccs2)cc1. For the orbital gap, the calculation gives 0.335 Eh. The value obtained for the LUMO energy is 0.563 eV.

```
! wB97M-V def2-TZVPD RIJCOSX def2/J DEFGRID3
* xyz 0 1
S -0.91 -1.64 -1.70
O -4.05 -3.57 0.47
O -4.15 1.25 0.77
O 0.02 -0.10 1.11
O 3.90 -0.11 -1.03
N -3.06 -2.75 0.90
N 2.70 -0.65 0.82
N 0.69 0.83 -0.84
N -2.74 -0.47 1.22
C -1.02 -3.32 -1.34
C 1.15 -2.82 -0.74
C -0.04 0.82 0.29
C 0.14 -3.81 -0.85
C 0.74 -1.59 -1.15
C -0.01 2.98 -3.77
C -1.97 1.78 1.61
C -3.08 0.85 1.15
C -5.14 -2.84 0.16
C 3.78 -2.00 2.55
C -4.87 -1.52 0.37
C 2.84 -0.35 -0.47
C -3.53 -1.52 0.84
C 1.50 3.05 -1.45
C 2.51 -0.28 3.77
C -6.35 -3.54 -0.34
C 3.57 0.36 2.87
C -0.05 1.91 -2.89
C 1.54 4.11 -2.33
C 2.73 -1.80 3.65
C 3.79 -0.68 1.77
C 1.51 -0.32 -1.25
C 0.78 4.09 -3.50
C 0.71 1.95 -1.73
C 0.84 5.24 -4.46
C -0.95 2.02 0.49
H 3.25 1.32 2.47
H -0.60 2.95 -4.67
H -7.13 -2.82 -0.55
H 0.28 -4.83 -0.56
H -1.47 2.24 -0.45
H -0.33 2.88 0.74
H 2.59 0.06 4.80
H 4.50 0.51 3.42
H -5.49 -0.66 0.22
H 1.64 5.07 -5.18
H 3.07 -2.23 4.59
H -1.94 -3.84 -1.52
H 2.16 4.96 -2.12
H 4.71 -0.52 1.21
H 2.10 3.06 -0.55
H -6.70 -4.24 0.42
H -6.11 -4.10 -1.24
H 2.14 -3.02 -0.38
H 4.77 -2.15 2.99
H 3.56 -2.85 1.91
H -1.46 1.36 2.48
H -2.43 2.73 1.88
H 1.03 6.17 -3.95
H -0.09 5.32 -5.02
H 1.76 -0.78 1.18
H 1.77 -0.13 -2.30
H 1.80 -2.30 3.38
H 1.51 -0.02 3.41
H -0.66 1.04 -3.10
H -1.78 -0.70 1.47
*
```

Löwdin population analysis, charges in e, atoms 1 to 5: 1.052, -0.008, 0.080, 0.014, 0.074

***

The records above yield total energy values of -3068.3475; -2535.2397; -6381.2161; -5408.1291; -2594.9408; -2441.3226; -1926.9722 hartree, respectively.